No. 1
The following is a DFT calculation (ωB97M-V/def2-TZVPD) of the molecule C4H7N3.

Structure (ORCA input):
```
! RIJCOSX wB97M-V def2-TZVPD def2/J DEFGRID3
* xyz 0 1
C -1.9816 0.1994 -0.5138
C -0.7299 -0.3992 0.0642
N -0.6914 -1.6561 0.3243
N 0.4795 -1.8953 1.1197
N 1.0696 -0.8437 1.4089
C 0.5206 0.2495 0.5996
C 1.7231 0.4076 -0.3703
H -2.7394 -0.5880 -0.5757
H -2.3795 0.9909 0.1355
H -1.8419 0.6294 -1.5091
H 0.3555 1.1861 1.1454
H 2.0402 -0.5760 -0.7364
H 2.5642 0.8076 0.2058
H 1.4998 1.0597 -1.2115
*
```

Kohn-Sham gap in eV: 10.17
Relative energy (zero: lowest compared OMol25 entry of this formula, charge and spin) in eV: 1.8905
SMILES string: CC1=NN=N[C@H]1C


No. 2
The following is a DFT calculation (ωB97M-V/def2-TZVPD) of the molecule C2H6N2SSi.

Structure (ORCA input):
```
! RIJCOSX wB97M-V def2-TZVPD def2/J DEFGRID3
* xyz 0 1
S -3.0662 0.1855 0.0050
C -1.3786 0.1532 0.0790
N -0.8090 1.2887 0.0435
Si 0.9597 1.1008 -0.0410
N 0.8298 -0.6033 0.0803
C -0.5468 -1.1262 0.0529
H -2.7585 1.4123 0.2614
H 1.5979 1.6949 -1.1379
H 1.2298 1.3705 1.3918
H 1.4736 -1.2491 -0.2944
H -0.6367 -1.9255 0.8120
H -0.5985 -1.6294 -0.8324
*
```

Kohn-Sham gap in eV: 9.78
Relative energy (zero: lowest compared OMol25 entry of this formula, charge and spin) in eV: 1.7120
SMILES string: SC1=N[SiH2]NC1


No. 3
The following is a DFT calculation (ωB97M-V/def2-TZVPD) of the molecule C6H13NOSi.

Structure (ORCA input):
```
! RIJCOSX wB97M-V def2-TZVPD def2/J DEFGRID3
* xyz 0 1
C 2.9736 1.9219 0.0877
C 2.0345 0.7660 0.1982
C 1.8585 0.0606 1.3103
N 0.9319 -0.9496 1.5005
Si -0.5255 -1.4798 0.3781
C -1.4788 0.1703 0.2680
C -2.6393 -0.0777 -0.6894
C -2.1465 -1.0610 -1.7619
O -1.4030 -2.0711 -1.1615
H 3.7010 1.7579 -0.7090
H 3.5091 2.0744 1.0232
H 2.4279 2.8370 -0.1511
H 1.4720 0.5148 -0.6908
H 2.4556 0.2811 2.1887
H 1.2589 -1.6812 2.1154
H -0.7569 -2.7497 1.0445
H -0.8403 0.9693 -0.1094
H -1.8380 0.4917 1.2428
H -3.0110 0.8383 -1.1490
H -3.4590 -0.5496 -0.1439
H -2.9901 -1.5305 -2.2805
H -1.5346 -0.5332 -2.5109
*
```

Kohn-Sham gap in eV: 8.50
Relative energy (zero: lowest compared OMol25 entry of this formula, charge and spin) in eV: 2.2971
SMILES string: C/C=C/N[Si@H]1CCCO1


No. 4
The following is a DFT calculation (ωB97M-V/def2-TZVPD) of a 7-piece molecular cluster, C37H82ClNO6P overall.

Structure (ORCA input):
```
! RIJCOSX wB97M-V def2-TZVPD def2/J DEFGRID3
* xyz -1 1
C -6.8301 2.4297 -0.8302
C -5.3661 2.4924 -1.4548
Cl -4.2373 3.3272 -0.2715
C -5.3569 3.2028 -2.8816
P -3.9330 2.5062 -3.9778
C -4.9265 0.8556 -4.2771
C -4.0635 -0.2840 -3.6073
N -4.5517 -1.4132 -3.2195
C -2.8731 4.0951 -3.8833
C -1.6100 4.0206 -2.9250
C -0.7605 2.7239 -3.0443
C -0.1884 2.1766 -4.2660
C 0.5609 0.9052 -4.2099
C 0.7556 0.1579 -2.9654
C 0.1860 0.7022 -1.7292
C -0.5448 1.9564 -1.8014
H -7.2821 3.4415 -0.6993
H -6.7152 1.8673 0.1434
H -7.4446 1.7556 -1.4887
H -5.0287 1.4236 -1.5116
H -6.3901 2.9953 -3.2985
H -5.3200 4.3065 -2.6863
H -3.3545 1.9299 -2.7712
H -2.8884 1.9232 -4.8174
H -4.6051 3.0928 -5.1528
H -5.9732 0.8917 -3.8767
H -4.9402 0.6115 -5.3823
H -2.9669 -0.0929 -3.4538
H -5.5594 -1.3723 -3.4292
H -2.4662 4.2675 -4.9295
H -3.4334 5.0321 -3.6183
H -0.9294 4.8763 -3.2258
H -1.9189 4.2107 -1.8658
H -0.3396 2.6924 -5.2392
H 0.9784 0.4632 -5.1487
H 1.2895 -0.8176 -2.9079
H 0.2830 0.2085 -0.7282
H -0.9893 2.3412 -0.8479
C 1.9587 -4.0718 -5.5136
C 3.2241 -3.5492 -4.8541
O 3.0657 -3.2518 -3.4777
C 2.6858 -4.3278 -2.6364
C 3.6817 -5.4762 -2.6363
H 1.1422 -3.3560 -5.3947
H 2.1270 -4.2388 -6.5794
H 1.6309 -5.0168 -5.0756
H 3.5147 -2.6151 -5.3395
H 4.0584 -4.2447 -4.9991
H 1.6819 -4.6778 -2.8989
H 2.6160 -3.9218 -1.6252
H 3.7788 -5.9334 -3.6224
H 3.3644 -6.2544 -1.9381
H 4.6721 -5.1234 -2.3391
C -9.1476 -4.6584 0.0451
C -8.3837 -4.4537 -1.2533
O -7.8523 -3.1507 -1.4000
C -6.9242 -2.7310 -0.4093
C -5.6875 -3.6082 -0.3232
H -9.9585 -3.9309 0.1302
H -9.5725 -5.6639 0.0818
H -8.5055 -4.5353 0.9193
H -9.0672 -4.6041 -2.0922
H -7.5911 -5.2019 -1.3635
H -7.4200 -2.6554 0.5653
H -6.6196 -1.7188 -0.6807
H -5.9318 -4.6337 -0.0361
H -4.9919 -3.2112 0.4192
H -5.1807 -3.6482 -1.2898
C -0.7593 6.0515 1.9710
C -0.5492 4.8574 1.0541
O 0.1099 5.1815 -0.1568
C 1.4094 5.7300 -0.0410
C 2.3956 4.8111 0.6609
H -1.3221 6.8339 1.4560
H -1.3111 5.7521 2.8643
H 0.1882 6.4893 2.2947
H -1.5227 4.4505 0.7750
H -0.0168 4.0528 1.5734
H 1.3649 6.7080 0.4514
H 1.7619 5.9116 -1.0584
H 2.1023 4.6081 1.6926
H 3.3898 5.2649 0.6800
H 2.4588 3.8520 0.1420
C 4.4697 11.8919 1.0405
C 4.4194 10.8222 -0.0381
O 4.2228 9.5136 0.4679
C 3.0262 9.2921 1.1987
C 1.7643 9.5522 0.3937
H 5.2566 11.6676 1.7648
H 4.6689 12.8695 0.5971
H 3.5294 11.9605 1.5908
H 5.3755 10.8079 -0.5658
H 3.6570 11.0579 -0.7882
H 3.0311 9.8832 2.1210
H 3.0407 8.2436 1.5035
H 1.6889 10.5938 0.0767
H 0.8789 9.3205 0.9903
H 1.7506 8.9331 -0.5058
C 5.9170 -7.1798 3.5602
C 6.2640 -6.6470 2.1803
O 5.3096 -6.9791 1.1861
C 3.9892 -6.5026 1.3953
C 3.8989 -4.9886 1.4823
H 5.7951 -8.2656 3.5308
H 6.7064 -6.9343 4.2730
H 4.9840 -6.7570 3.9379
H 7.2103 -7.0879 1.8589
H 6.4228 -5.5638 2.2075
H 3.5527 -6.9742 2.2824
H 3.3973 -6.8414 0.5428
H 4.4596 -4.5935 2.3309
H 2.8586 -4.6758 1.5961
H 4.3048 -4.5292 0.5778
C 4.2655 -5.2188 9.4389
C 3.9462 -5.0051 7.9686
O 4.4107 -6.0486 7.1284
C 3.8935 -7.3454 7.3859
C 2.3821 -7.4315 7.2546
H 5.3417 -5.3403 9.5826
H 3.9266 -4.3653 10.0291
H 3.7801 -6.1126 9.8358
H 4.4415 -4.0930 7.6292
H 2.8730 -4.8467 7.8196
H 4.2227 -7.6960 8.3699
H 4.3488 -8.0126 6.6513
H 1.8717 -6.7954 7.9795
H 2.0451 -8.4578 7.4166
H 2.0664 -7.1133 6.2585
*
```

Kohn-Sham gap in eV: 5.61


| no. | F_max (eV/Å) |
| --- | --- |
| 1 | 0.55 |
| 2 | 4.28 |
| 3 | 3.44 |
| 4 | 2.46 |